{"formula": "C19H54O8", "method": "wB97M-V/def2-TZVPD", "relative_energy_ev": 13.1933, "homo_energy_ha": -0.315, "orbital_gap_ev": 8.793, "lumo_ev": 0.2298, "energy_ha": -1357.7081, "max_force_ev_per_a": 9.55, "elements": ["C", "C", "O", "H", "H", "H", "H", "H", "H", "C", "C", "O", "H", "H", "H", "H", "H", "H", "C", "C", "O", "H", "H", "H", "H", "H", "H", "C", "C", "O", "H", "H", "H", "H", "H", "H", "C", "C", "O", "H", "H", "H", "H", "H", "H", "C", "C", "C", "O", "H", "H", "H", "H", "H", "H", "H", "H", "C", "C", "C", "O", "H", "H", "H", "H", "H", "H", "H", "H", "C", "C", "C", "O", "H", "H", "H", "H", "H", "H", "H", "H"], "xyz": [[2.313, 3.009, 0.463], [2.784, 2.348, 1.711], [3.083, 3.284, 2.768], [3.179, 3.499, 0.019], [1.506, 3.684, 0.747], [1.906, 2.337, -0.292], [3.635, 1.684, 1.559], [2.048, 1.666, 2.137], [3.766, 2.989, 3.374], [-1.568, -0.148, -4.348], [-2.816, -0.206, -3.461], [-3.649, 0.824, -3.734], [-0.890, -0.984, -4.176], [-1.065, 0.818, -4.332], [-1.810, -0.309, -5.399], [-2.662, -0.405, -2.400], [-3.381, -1.082, -3.778], [-3.966, 0.768, -4.638], [0.287, -1.524, 3.288], [0.766, -1.978, 4.644], [-0.323, -2.189, 5.458], [-0.475, -2.216, 2.928], [1.070, -1.582, 2.533], [-0.089, -0.501, 3.301], [1.436, -1.297, 5.170], [1.284, -2.936, 4.611], [0.022, -2.609, 6.249], [-0.559, -3.636, 0.156], [-1.099, -3.093, 1.485], [-2.505, -3.329, 1.581], [-0.715, -4.706, 0.020], [0.477, -3.362, -0.044], [-1.075, -3.178, -0.688], [-0.926, -2.021, 1.580], [-0.566, -3.538, 2.325], [-2.877, -2.710, 2.213], [1.107, 1.535, -3.689], [1.594, 2.545, -2.682], [1.039, 2.327, -1.427], [1.580, 0.582, -3.451], [1.354, 1.748, -4.729], [0.043, 1.354, -3.538], [1.194, 3.529, -2.928], [2.680, 2.615, -2.727], [1.115, 3.162, -0.960], [-3.336, 0.256, 1.368], [-3.371, 1.658, 0.688], [-4.226, 1.684, -0.617], [-3.823, 2.512, 1.719], [-4.332, -0.143, 1.561], [-2.884, 0.374, 2.353], [-2.601, -0.425, 0.939], [-2.337, 1.963, 0.523], [-4.317, 2.686, -1.034], [-5.183, 1.168, -0.544], [-3.693, 1.131, -1.390], [-3.344, 3.334, 1.592], [4.518, -0.909, 0.330], [3.071, -0.756, -0.154], [2.551, -2.080, -0.821], [2.263, -0.438, 0.930], [4.974, 0.035, 0.629], [5.132, -1.338, -0.462], [4.546, -1.603, 1.170], [3.068, 0.130, -0.789], [3.273, -2.465, -1.540], [1.590, -1.994, -1.328], [2.494, -2.917, -0.126], [1.436, -0.127, 0.555], [-0.978, 0.142, -1.323], [-0.192, 0.568, -0.069], [-0.250, -0.523, 1.021], [1.197, 0.612, -0.404], [-0.522, -0.770, -1.710], [-0.938, 0.855, -2.147], [-2.036, 0.022, -1.089], [-0.562, 1.515, 0.324], [0.170, -1.445, 0.619], [-1.259, -0.571, 1.431], [0.301, -0.238, 1.917], [1.348, 1.329, -1.023]], "forces_ev_per_angstrom": [[1.420, 0.218, 1.237], [0.291, -1.185, 1.926], [-0.166, 0.928, -0.555], [-0.187, 0.690, -0.093], [0.012, 0.625, -0.065], [2.896, 0.358, 3.772], [0.161, 0.195, -0.367], [-0.364, 0.022, -0.334], [-0.048, -0.393, -0.313], [-0.078, -0.440, -0.266], [0.367, -3.089, -1.636], [-1.475, 2.915, 0.349], [0.316, 0.212, 0.497], [-0.510, -0.538, 0.016], [-0.588, 0.127, -0.136], [-0.228, 0.664, -0.916], [0.275, -0.848, 0.012], [0.064, -0.049, 0.023], [0.887, -0.484, 2.033], [1.136, -0.235, -0.391], [-1.864, -0.211, 1.319], [0.682, 1.353, 1.780], [0.390, -0.110, 0.579], [-0.020, -0.385, 1.041], [0.354, 0.463, -0.444], [0.495, -0.131, -0.671], [-0.359, 0.016, 0.213], [-0.573, 0.380, -0.214], [-0.681, -1.147, -1.048], [0.024, -0.382, -0.299], [0.184, -0.052, 0.326], [0.060, -0.362, 0.550], [-0.433, 0.216, 0.027], [-0.833, -2.273, -0.618], [-0.195, -1.005, -0.319], [-0.009, 0.011, 0.119], [0.143, -0.782, 0.765], [-0.318, 1.778, -2.879], [-3.316, 6.289, -6.383], [0.040, -0.261, -0.080], [-0.091, 0.354, 0.164], [0.822, 0.607, -0.214], [0.345, 0.185, -0.706], [0.203, -0.100, 0.668], [-0.741, 0.357, -0.188], [0.402, 0.683, 0.171], [-0.455, -1.494, 0.273], [1.168, -0.251, 0.336], [-0.469, 0.816, 0.002], [0.025, -0.176, -0.468], [-0.155, 0.445, 0.292], [-1.526, -0.138, -0.854], [-0.077, -0.174, -0.656], [-0.276, 0.078, 0.263], [-0.110, 0.353, 0.406], [0.040, 0.030, 0.079], [-0.300, 0.252, 0.230], [-0.254, -0.542, -0.143], [0.633, -1.082, 0.732], [1.028, 0.492, -0.342], [4.333, -3.607, 4.286], [-0.180, 0.045, 0.060], [0.089, 0.039, -0.091], [0.042, 0.027, 0.109], [0.199, -0.485, -0.852], [0.072, 0.267, -0.428], [-0.005, 0.276, 0.075], [-0.100, 0.373, 0.556], [1.539, -0.340, 0.470], [0.343, 0.590, 1.126], [-0.028, -1.167, -0.892], [-0.693, 2.958, -0.974], [-4.974, -2.179, -0.923], [-0.238, -0.252, 0.126], [0.008, 0.186, 0.555], [0.588, -0.183, 0.486], [0.237, 0.203, 0.023], [-0.230, 0.645, -0.076], [0.748, -0.056, -0.609], [0.000, 0.647, -1.815], [0.083, -1.782, 0.188]], "lowdin_charge": [-0.0609, -0.2783, -0.0805, 0.1080, 0.1104, 0.0121, 0.1033, 0.1074, 0.0758, -0.0801, -0.3726, -0.0526, 0.0874, 0.0396, 0.0784, 0.0642, 0.1177, 0.1011, -0.1041, -0.3225, -0.0659, 0.0312, 0.0908, 0.0966, 0.1114, 0.1122, 0.0857, -0.0362, -0.3500, -0.0471, 0.0825, 0.0384, 0.0750, 0.0060, 0.1131, 0.0788, -0.0499, -0.2197, -0.0655, 0.0949, 0.1003, 0.0169, 0.1343, 0.1366, 0.1068, -0.0399, -0.4426, -0.0167, -0.0473, 0.0932, 0.0875, 0.0347, 0.1049, 0.0814, 0.0865, 0.0307, 0.0878, -0.0452, -0.4506, -0.0282, -0.1293, 0.0638, 0.0710, 0.0813, 0.1303, 0.0692, 0.0573, 0.0744, -0.0956, -0.0218, -0.2978, -0.1137, -0.1430, 0.1022, 0.0645, 0.0467, 0.1321, 0.0843, 0.0555, 0.0531, -0.1515]}